Entry 1:
{
  "formula": "C5H14S3",
  "method": "ωB97M-V/def2-TZVPD",
  "total_energy_ev": -37915.627,
  "homo_ev": -7.51,
  "de_lowest_kcal_mol": 50.2,
  "total_charge": 0,
  "symbols": ["S", "S", "S", "C", "C", "C", "C", "C", "H", "H", "H", "H", "H", "H", "H", "H", "H", "H", "H", "H", "H", "H"],
  "xyz": [[-1.237165, 0.347268, 0.823736], [0.576803, 1.941864, 1.462649], [0.520750, 2.973576, -0.691963], [1.867447, 0.845956, 0.905296], [-1.366235, -2.376600, 0.284485], [1.964645, 3.928491, -0.333241], [-1.573334, -3.607223, -0.622777], [-1.745807, -1.099564, -0.389044], [-0.970629, -3.539069, -1.527719], [-1.296222, -4.545327, -0.145413], [2.798413, 1.417109, 0.736251], [2.900107, 3.410382, -0.082071], [1.598907, 0.334869, -0.035433], [-1.885546, -2.466706, 1.253056], [1.727886, 4.624626, 0.482584], [-0.301428, -2.267187, 0.519534], [2.188136, 4.531083, -1.211816], [-2.837556, -0.945789, -0.478597], [-2.596697, -3.721006, -0.969901], [2.050972, 0.148420, 1.724646], [-1.315155, -0.945310, -1.405427], [-1.068299, 1.010128, -0.298837]],
  "forces_ev_per_angstrom": [[-1.5, -3.3, -2.1], [1.4, 3.2, -2.2], [-0.1, -1.4, 2.9], [0.7, 0.0, -0.2], [0.3, -0.7, -0.3], [0.7, 1.3, 0.3], [0.1, 0.1, 0.2], [-1.5, 1.6, 0.7], [0.2, 0.2, 0.0], [0.0, 0.0, 0.2], [-0.4, -0.3, 0.1], [-0.5, -0.3, -0.1], [-0.1, 0.0, 0.6], [0.0, -0.1, -0.4], [0.2, -0.2, -0.3], [0.0, -0.3, 0.1], [-0.1, 0.1, -0.2], [0.4, -0.6, -0.2], [-0.3, 0.1, 0.1], [0.0, -0.2, -0.2], [0.1, -0.1, 0.9], [0.3, 0.7, -0.1]]
}



Entry 2:
{
  "formula": "C5H15B2BeCl13",
  "method": "ωB97M-V/def2-TZVPD",
  "total_energy_ev": -169963.527,
  "homo_ev": -10.77,
  "de_lowest_kcal_mol": 0.0,
  "total_charge": 0,
  "symbols": ["Cl", "Cl", "Cl", "Cl", "Cl", "Cl", "Cl", "Cl", "Cl", "Cl", "Cl", "Cl", "Cl", "C", "C", "C", "C", "C", "B", "B", "Be", "H", "H", "H", "H", "H", "H", "H", "H", "H", "H", "H", "H", "H", "H", "H"],
  "xyz": [[-16.368293, 17.921825, -3.535538], [-23.155363, 20.803795, -6.589824], [-17.633086, 13.180716, -3.129384], [-20.111602, 18.154422, -0.679087], [-17.241194, 15.318576, -1.136025], [-19.463632, 13.451831, -6.065252], [-18.760558, 20.789244, 0.017606], [-17.771891, 17.070086, -6.020633], [-17.624131, 18.294343, 0.891268], [-19.729474, 13.923900, -1.304927], [-22.288079, 13.096766, -6.676774], [-20.283314, 20.315057, -6.128816], [-20.701286, 15.321022, -7.874372], [-20.961370, 14.291460, -6.433331], [-18.560142, 18.997237, -0.451494], [-18.418194, 14.526966, -2.233820], [-17.781624, 18.181137, -4.628915], [-21.829650, 19.618913, -6.510919], [-21.260389, 17.127267, -3.745916], [-23.024824, 14.654680, -1.183359], [-22.823714, 17.178006, -1.659846], [-20.686033, 17.228651, -4.653694], [-20.660914, 17.189711, -2.850943], [-17.805102, 19.232193, -4.916726], [-22.168444, 18.831120, -5.838079], [-23.144996, 13.632036, -0.860874], [-18.683439, 15.386475, -2.849458], [-22.435400, 15.150327, -0.427616], [-18.603118, 17.828394, -4.005368], [-17.953420, 18.916265, -1.353403], [-21.688827, 16.142260, -3.643715], [-21.713944, 19.277613, -7.539612], [-23.971188, 15.165931, -1.268540], [-22.034837, 17.878563, -3.750702], [-22.577631, 14.704261, -2.164082], [-21.220133, 14.920496, -5.581591]],
  "forces_ev_per_angstrom": [[-0.1, 0.2, -0.4], [0.0, 0.2, 0.2], [-0.3, 0.8, 0.2], [0.5, 0.3, 0.5], [0.2, -0.2, 0.1], [0.0, 0.0, 0.1], [-0.2, -1.5, -0.9], [0.1, 0.5, 0.2], [-0.4, -0.1, -0.5], [-0.7, -0.1, 0.1], [0.5, 0.7, 0.0], [0.4, 0.2, 0.6], [-0.4, -0.2, 0.4], [-0.1, -0.2, -0.3], [0.5, 1.3, 1.5], [1.3, 0.3, 0.1], [0.1, -0.9, 0.6], [-0.8, -0.3, -1.1], [-0.6, -1.3, 2.0], [0.8, 2.4, -1.6], [1.8, -3.7, -1.9], [1.9, 0.8, -3.3], [2.6, 0.5, 3.1], [-0.1, -0.4, -0.1], [0.6, 0.2, 0.0], [-0.9, -3.5, 1.6], [-0.4, -0.8, -0.5], [3.2, 2.3, 3.4], [-0.2, 0.7, -0.4], [-0.4, 0.1, 0.0], [-1.9, -3.8, -0.1], [-0.2, -0.3, 0.3], [-5.0, 2.3, -0.4], [-4.0, 3.8, 0.1], [1.9, 0.1, -3.5], [0.0, -0.1, -0.3]]
}



Entry 3:
{
  "formula": "C5H15IN2O2Pt",
  "method": "ωB97M-V/def2-TZVPD",
  "total_energy_ev": -23828.090,
  "homo_ev": [-16.30, -17.85],
  "de_lowest_kcal_mol": 0.0,
  "spin_multiplicity": 5,
  "total_charge": 2,
  "symbols": ["Pt", "I", "O", "O", "N", "N", "C", "C", "C", "C", "C", "H", "H", "H", "H", "H", "H", "H", "H", "H", "H", "H", "H", "H", "H", "H"],
  "xyz": [[-0.018967, -0.185474, -0.059039], [-1.815872, -0.471053, -1.892076], [-1.122380, 3.815924, 0.464534], [-1.066971, 1.586205, 0.254095], [1.418146, 1.355742, 0.028473], [0.871570, 2.678471, 0.194312], [-0.556462, -4.330170, 0.092169], [1.219270, -1.487640, 0.755757], [-0.429071, 5.086819, 0.230624], [-0.456673, 2.688451, 0.313971], [-1.327659, -3.715514, -1.072706], [0.396918, 5.232487, 0.936262], [-0.072403, 5.158347, -0.807979], [2.004556, 1.359775, -0.806176], [0.460954, -4.604995, -0.201041], [-0.493028, -3.648004, 0.944825], [2.055422, 1.192381, 0.797286], [-1.043773, -5.247033, 0.435469], [1.447225, -2.334985, 0.101968], [-1.226694, 5.803872, 0.421098], [1.465206, 3.502452, 0.311065], [-1.195498, -4.278653, -2.003775], [-0.975906, -2.694193, -1.286491], [2.140567, -0.988905, 1.055544], [0.717922, -1.853733, 1.659266], [-2.396399, -3.620574, -0.867438]],
  "forces_ev_per_angstrom": [[-1.3, -0.4, -0.1], [-0.8, -0.3, -1.2], [1.1, -1.7, -0.4], [-1.0, 0.9, 0.7], [1.7, 2.7, -0.7], [0.5, -0.5, -0.2], [0.2, 0.2, -0.1], [1.0, -1.4, 1.9], [-0.2, 0.3, 0.0], [-0.9, 1.2, 0.1], [-0.5, -1.0, 0.2], [-0.3, -0.1, 0.0], [-0.3, -0.2, 0.3], [0.0, 0.1, -0.2], [-0.1, 0.1, 0.0], [-0.1, -0.2, 0.0], [0.1, -0.2, 0.5], [-0.1, 0.1, -0.1], [-0.2, 0.2, -0.4], [0.4, 0.1, -0.1], [-0.1, -0.5, -0.1], [0.0, 0.2, 0.1], [0.5, 0.7, -0.2], [0.2, -0.1, -0.1], [0.1, 0.0, -0.1], [0.1, -0.1, 0.0]]
}



Entry 4:
{
  "formula": "C5H15N2",
  "method": "ωB97M-V/def2-TZVPD",
  "total_energy_ev": -8401.863,
  "homo_ev": -14.82,
  "de_lowest_kcal_mol": 18.8,
  "total_charge": 1,
  "symbols": ["N", "N", "C", "C", "C", "C", "C", "H", "H", "H", "H", "H", "H", "H", "H", "H", "H", "H", "H", "H", "H", "H"],
  "xyz": [[1.331972, -1.080675, 0.880751], [-0.993102, -1.140497, -0.281526], [-0.913681, 1.361796, -0.407453], [-1.169064, 0.060802, -1.147417], [-1.237114, 2.555659, -1.303354], [2.334600, -0.505470, 0.380931], [1.436022, -1.849499, 2.125209], [-2.184896, 0.094017, -1.551203], [0.844470, -1.338687, 2.884931], [-2.258605, 2.504189, -1.676586], [-1.746678, -1.174573, 0.405457], [-1.505204, 1.419915, 0.506562], [-0.588474, 2.592956, -2.177562], [3.305462, -0.582592, 0.856693], [2.475299, -1.921568, 2.444382], [1.021760, -2.841829, 1.957928], [-0.476602, -0.045488, -1.981416], [-1.128083, -1.974975, -0.850934], [-1.145832, 3.486517, -0.754455], [2.237802, 0.049249, -0.545395], [0.224916, -1.108312, 0.337124], [0.135040, 1.439060, -0.102672]],
  "forces_ev_per_angstrom": [[-0.2, -0.4, 0.3], [-0.3, 0.0, -0.1], [0.3, 0.2, -0.2], [-0.2, 0.1, 0.1], [-0.2, -0.1, 0.0], [0.1, 0.0, -0.1], [0.0, 0.2, -0.1], [0.1, -0.2, 0.0], [0.0, -0.1, 0.0], [-0.1, 0.0, 0.0], [0.1, 0.1, 0.0], [-0.1, -0.1, 0.0], [0.1, 0.0, 0.0], [0.1, 0.1, 0.0], [-0.1, 0.0, 0.0], [0.0, 0.0, 0.0], [0.0, 0.0, -0.1], [0.2, 0.0, 0.1], [0.1, 0.1, 0.0], [0.0, 0.0, 0.0], [0.1, 0.1, -0.1], [0.0, -0.1, 0.1]]
}



Entry 5:
{
  "formula": "C5H15N2",
  "method": "ωB97M-V/def2-TZVPD",
  "total_energy_ev": -8400.755,
  "homo_ev": -13.77,
  "de_lowest_kcal_mol": 44.3,
  "total_charge": 1,
  "symbols": ["N", "N", "C", "C", "C", "C", "C", "H", "H", "H", "H", "H", "H", "H", "H", "H", "H", "H", "H", "H", "H", "H"],
  "xyz": [[0.740470, -0.430671, -0.826860], [-0.488948, 1.333570, 2.617180], [1.242923, -1.801388, -1.160426], [-1.611533, -1.197969, -0.998396], [-0.546106, -0.150834, -0.778913], [1.763991, 0.479567, -0.329879], [-0.943765, 1.164072, -0.365729], [1.965424, -1.487668, -1.824277], [1.575481, -2.329017, -0.343611], [-2.104295, -1.199399, -1.988062], [0.597635, -2.405124, -1.783114], [-2.334232, -0.996814, -0.298945], [-1.479733, 1.123500, 2.643504], [-2.041011, 1.241931, -0.528262], [-0.603172, 1.389453, 0.731632], [1.770879, 1.185818, -1.118186], [1.478194, 0.912431, 0.560920], [-0.389453, 2.326901, 2.712014], [-1.349490, -2.295146, -1.044840], [-0.293900, 1.956754, -0.616870], [-0.056986, 0.855784, 3.414417], [2.769926, -0.117306, -0.438577]],
  "forces_ev_per_angstrom": [[-2.5, -2.3, 1.1], [0.2, -0.8, 0.3], [-1.9, 1.9, -1.6], [1.7, -1.6, -2.6], [1.9, -1.3, -0.1], [2.0, -2.5, -3.2], [-1.3, 0.2, 1.9], [2.4, -0.3, -1.3], [0.9, -0.9, 2.0], [0.2, 1.1, 0.2], [-0.6, 0.2, 0.3], [-1.9, 0.2, 1.7], [0.0, 0.0, 0.2], [1.0, 0.8, 0.2], [-1.2, -1.5, -0.8], [0.6, 1.5, -0.5], [-0.1, 0.6, 2.2], [0.1, 0.4, 0.4], [0.3, 1.3, 1.0], [0.3, 1.1, -1.9], [-0.2, 0.4, -0.3], [-1.9, 1.5, 1.0]]
}



Entry 6:
{
  "formula": "C5H15N2",
  "method": "ωB97M-V/def2-TZVPD",
  "total_energy_ev": -8400.439,
  "homo_ev": -14.66,
  "de_lowest_kcal_mol": 51.6,
  "smiles": "CC(C)[NH2+]CCN",
  "total_charge": 1,
  "symbols": ["N", "N", "C", "C", "C", "C", "C", "H", "H", "H", "H", "H", "H", "H", "H", "H", "H", "H", "H", "H", "H", "H"],
  "xyz": [[-0.408338, -0.568130, -0.281075], [1.792499, -0.214248, -1.903196], [0.641060, 0.429274, 1.780482], [-0.639522, 0.396563, -1.524301], [0.795086, 1.034616, -1.920633], [-1.404497, -1.056193, 2.000169], [-0.605900, -0.041640, 1.210806], [-0.802459, -2.059967, 2.008734], [-1.306920, 1.220937, -1.083319], [0.373528, 1.300164, 2.338203], [-1.807115, -0.977595, 3.035431], [1.341800, 0.729752, 1.027445], [-1.341245, 0.802267, 1.141853], [2.059609, -0.355877, -2.874477], [-1.060377, -0.078310, -2.396635], [0.859141, 1.646885, -0.966457], [2.707799, 0.212027, -1.529655], [0.449850, -0.912182, -0.543130], [0.673862, 1.524565, -2.947156], [1.075260, -0.289143, 2.503197], [-1.137760, -1.278047, -0.425544], [-2.255370, -1.465717, 1.349263]],
  "forces_ev_per_angstrom": [[-4.7, 1.6, -0.4], [0.7, 3.7, 0.5], [1.3, -0.2, 1.4], [0.8, 2.3, 1.7], [-1.5, -2.4, 1.3], [0.0, -4.9, -1.4], [-2.9, 0.7, -1.3], [-0.5, 1.7, 0.4], [0.8, -1.2, -1.1], [0.2, 0.7, 0.6], [0.7, 1.0, -0.9], [0.6, 0.1, -0.2], [0.9, -0.4, -0.7], [-0.3, -0.3, -0.1], [-0.4, -0.7, 0.3], [1.2, 0.0, -1.8], [-1.7, -1.0, -0.4], [3.3, -1.6, -0.1], [0.5, -0.3, 1.8], [0.0, 0.3, -0.7], [0.6, -0.1, 0.2], [0.6, 1.1, 0.9]]
}